P) C4H11N3 | the ωB97M-V functional and the def2-TZVPD basis

```
18
Properties=species:S:1:pos:R:3
C -0.081 1.593 0.564
C 0.881 0.463 0.194
C 1.307 -0.318 1.436
C 0.270 -0.481 -0.850
N -0.911 -1.144 -0.333
N -1.695 -1.922 -1.205
N -2.160 -0.587 -0.530
H 0.398 2.280 1.260
H -0.378 2.162 -0.317
H -0.975 1.195 1.041
H 1.770 0.902 -0.272
H 0.443 -0.796 1.891
H 1.762 0.349 2.166
H 2.028 -1.093 1.179
H 0.982 -1.273 -1.097
H 0.033 0.076 -1.777
H -1.561 -1.644 -2.191
H -2.112 0.236 -1.161
```

The HOMO energy comes out at -9.12 eV. The HOMO-LUMO gap is 10.07 eV.

Q) C4H11N3 | the ωB97M-V functional and the def2-TZVPD basis

```
18
Properties=species:S:1:pos:R:3
H 1.806 -0.292 3.240
N 1.999 0.297 2.329
C 0.803 0.373 1.820
N 0.434 0.729 0.580
C 0.991 0.366 -0.883
C -0.291 0.154 -1.689
C -1.100 -1.169 -1.337
N -2.333 -0.731 -0.627
H -0.153 0.325 2.573
H -0.114 1.603 0.491
H 1.433 1.325 -1.102
H 1.598 -0.567 -0.891
H -0.049 -0.044 -2.771
H -0.865 1.146 -1.640
H -0.594 -1.948 -0.716
H -1.529 -1.686 -2.212
H -2.711 0.161 -0.725
H -1.939 -0.433 0.320
```

The HOMO energy comes out at -8.81 eV. The HOMO-LUMO gap is 9.61 eV.

Computed stability ranking, most favorable first: Q), P)

P) C4H11N3 | the ωB97M-V functional and the def2-TZVPD basis

```
18
Properties=species:S:1:pos:R:3
C -1.161 -1.436 -0.863
C -0.565 -0.279 -1.639
C 1.311 -0.462 0.589
C 0.644 1.704 1.246
N -1.798 -0.847 0.302
N -0.525 0.718 -0.555
N 0.648 0.810 0.169
H -1.840 -2.210 -1.378
H -0.346 -2.102 -0.515
H 0.482 -0.311 -2.053
H -1.147 0.219 -2.328
H 0.592 -1.127 1.147
H 1.305 -1.040 -0.308
H 2.166 -0.261 1.115
H 0.661 2.733 1.026
H -0.270 1.577 1.884
H 1.620 1.665 1.863
H -2.625 -0.405 -0.034
```

The HOMO energy (alpha / beta) comes out at -7.63 / -8.88 eV. The HOMO-LUMO gap (alpha / beta) is 8.07 / 9.46 eV.

Q) C4H11N3 | the ωB97M-V functional and the def2-TZVPD basis

```
18
Properties=species:S:1:pos:R:3
N 2.169 -0.862 -1.200
C 1.224 0.069 -0.656
C 0.561 -0.161 0.502
N 0.525 -1.404 1.186
C -0.518 0.680 0.985
C -1.450 1.382 -0.082
N -2.476 0.431 -0.780
H 2.971 -0.448 -1.695
H 2.620 -1.409 -0.426
H 0.886 0.945 -1.244
H 0.639 -1.389 2.205
H 1.444 -1.886 0.898
H 0.005 1.498 1.533
H -1.035 0.151 1.839
H -0.835 1.967 -0.838
H -2.252 1.916 0.530
H -2.823 -0.278 -0.156
H -2.046 -0.038 -1.574
```

The HOMO energy comes out at -7.51 eV. The HOMO-LUMO gap is 8.45 eV.

R) C4H11N3 | the ωB97M-V functional and the def2-TZVPD basis

```
18
Properties=species:S:1:pos:R:3
H -0.537 -2.302 -1.335
N 0.324 -2.211 -0.784
C 0.910 -1.093 -1.110
N 2.265 -0.983 -1.150
H 0.394 -0.282 -1.652
H 2.730 -1.710 -0.618
H 2.618 -0.057 -0.938
C -2.140 0.352 0.357
C -0.915 0.065 1.157
C 0.285 0.674 0.999
N 0.552 1.850 0.316
H -2.678 -0.577 0.146
H -1.912 0.821 -0.606
H -2.804 1.023 0.912
H -0.979 -0.770 1.847
H 1.091 0.399 1.677
H 1.070 2.522 0.877
H -0.274 2.277 -0.095
```

The HOMO energy comes out at -7.93 eV. The HOMO-LUMO gap is 8.84 eV.

S) C4H11N3 | the ωB97M-V functional and the def2-TZVPD basis

```
18
Properties=species:S:1:pos:R:3
N 2.168 -0.321 1.296
C 0.812 -0.099 0.892
C 0.304 -0.613 -0.233
N 1.077 -1.469 -1.039
C -1.101 -0.394 -0.667
C -1.895 0.742 0.042
N -1.299 2.052 -0.072
H 2.276 -0.536 2.270
H 2.557 -1.067 0.724
H 0.278 0.537 1.577
H 0.605 -1.801 -1.849
H 2.046 -1.283 -1.175
H -1.692 -1.312 -0.687
H -1.093 -0.101 -1.735
H -1.972 0.514 1.118
H -2.917 0.655 -0.318
H -1.763 2.624 -0.777
H -0.292 2.103 -0.186
```

The HOMO energy comes out at -7.32 eV. The HOMO-LUMO gap is 8.43 eV.

Computed stability ranking, most favorable first: S), R), Q), P)